# 1
Computed, not measured: a single C4H6O2 molecule in a non-equilibrium geometry, with wB97M-V/def2-TZVPD.

XYZ file:
```
12
Properties=species:S:1:pos:R:3:forces:R:3:nbo_charge:R:1
C -1.485722 0.199032 -0.890470 0.175 -0.101 -0.208 -0.72
C -0.547899 -0.663750 -0.124454 0.035 -0.417 0.143 0.60
O -0.407882 -1.846175 -0.325892 0.031 0.320 0.369 -0.53
C 0.366081 0.117698 0.822005 -0.040 -0.166 0.167 -0.63
C 1.840434 0.032582 0.468052 0.060 0.009 -0.361 0.46
O 2.256616 -0.018517 -0.663152 -0.277 0.000 0.604 -0.50
H -0.654968 0.586343 -1.517048 -0.940 0.734 -0.335 0.25
H -1.990063 0.967098 -0.282606 0.485 -0.124 -0.381 0.23
H -2.206771 -0.364093 -1.486484 0.255 0.049 0.061 0.24
H 0.116540 1.192657 0.844928 0.014 -0.345 0.002 0.24
H 0.182610 -0.284732 1.820106 0.194 0.076 0.098 0.25
H 2.531023 0.081856 1.335014 0.009 -0.036 -0.160 0.11
```
Forces are in eV/Å.

## Properties
- Energy relative to the best compared isomer or geometry (same formula, charge and spin): 24.94 kcal per mole
- Gap between HOMO and LUMO: 10.64 eV
- HOMO level: -9.85 eV
- Electronic energy: -8339.380 eV

# 2
Computed, not measured: 9 unconnected molecules or ions with the total composition C4H27N2O9 in a non-equilibrium geometry, with wB97M-V/def2-TZVPD.

XYZ file:
```
42
Properties=species:S:1:pos:R:3:forces:R:3:nbo_charge:R:1
N 0.866587 -0.692694 2.415987 -0.140 0.158 0.945 -0.88
C 0.733682 0.288451 1.323714 -0.056 -1.975 -0.659 -0.07
C 1.935383 0.083559 0.349815 -0.405 0.510 0.711 -0.43
C 2.142708 1.268032 -0.626472 2.429 -0.299 0.444 -0.04
O 1.048084 1.728613 -1.271889 -1.237 -0.010 -0.156 -0.89
C -0.615656 -0.023459 0.616521 -0.103 1.542 -1.124 -0.24
N -1.759237 0.820238 0.996915 0.201 0.119 -0.497 -0.86
H 1.759521 -1.159065 2.458056 -0.041 -0.023 -0.136 0.35
H 0.113943 -1.375706 2.502232 0.397 0.426 -0.250 0.36
H 0.688780 1.309597 1.721692 0.055 -0.255 -0.179 0.17
H 2.854092 -0.203691 0.959856 -0.839 0.655 -0.959 0.19
H 1.704227 -0.758891 -0.290626 -0.166 -0.615 0.013 0.19
H 2.649502 2.091500 -0.073467 -0.108 -0.345 -0.207 0.15
H 2.909013 0.866555 -1.353804 -0.344 0.464 0.333 0.13
H -0.470284 0.049933 -0.487380 -0.194 0.357 0.823 0.22
H -0.948147 -1.027425 0.736389 0.141 -1.173 0.546 0.17
H -2.009614 0.739451 1.971841 0.198 -0.125 0.153 0.34
H -1.521544 1.792593 0.806853 -0.241 -0.101 -0.039 0.39
H -3.453459 -1.285730 -0.450606 -0.007 -0.404 0.003 0.49
H -3.892836 -2.703917 -0.966808 0.546 -0.100 0.553 0.49
O -3.873217 -1.771639 -1.172724 -0.401 0.953 -0.726 -0.98
H -0.302164 1.067291 -3.731107 0.052 0.016 0.161 0.46
H 0.494650 0.845479 -2.341810 -0.102 0.248 -0.722 0.51
O 0.146394 0.386230 -3.223278 0.057 -0.297 0.501 -1.05
H -0.359438 -3.350084 -2.050722 0.652 -0.411 0.492 0.51
H 0.318628 -3.146349 -0.721457 0.224 -0.203 0.066 0.47
O 0.035032 -3.882679 -1.281244 -0.481 0.682 -0.541 -0.99
H 2.275553 2.437253 2.008546 -0.362 0.106 0.196 0.49
H 2.959475 1.187055 2.657259 -0.424 -0.062 -0.036 0.46
O 3.094758 2.087639 2.365836 1.029 0.316 0.326 -0.96
H 0.291680 2.582150 -0.487702 -0.158 0.039 -0.116 0.51
H -0.234048 4.088421 -0.512729 -0.145 -0.151 0.332 0.47
O -0.330883 3.304696 0.046423 0.094 -0.088 -0.921 -1.05
H -0.568389 -1.225324 -3.107666 0.122 -0.196 -0.054 0.53
H -1.791888 -1.985837 -2.567685 -0.074 -0.006 -0.111 0.49
O -0.954116 -2.140497 -3.032008 -0.350 0.435 0.134 -1.01
H -2.785767 -4.703412 -0.393757 -0.273 0.500 0.514 0.45
H -1.507556 -4.009189 -0.512094 -0.098 0.730 0.350 0.50
O -2.404782 -3.851103 -0.105455 0.275 -1.627 -0.643 -0.99
H 0.186378 2.990097 2.901184 0.183 0.210 0.569 0.45
H 0.064486 3.530735 1.518433 0.681 0.829 0.220 0.50
O 0.510467 3.751126 2.404936 -0.585 -0.827 -0.309 -1.00
```
Forces are in eV/Å.

## Properties
- Total charge: -1
- Energy relative to the best compared isomer or geometry (same formula, charge and spin): 13.50 kcal per mole
- Gap between HOMO and LUMO: 8.40 eV
- HOMO level: -5.56 eV
- Electronic energy: -25996.146 eV

# 3
Computed, not measured: a molecular structure, C3H4INO2S in a non-equilibrium geometry, with wB97M-V/def2-TZVPD.

XYZ file:
```
12
Properties=species:S:1:pos:R:3:forces:R:3:nbo_charge:R:1
C 0.423611 1.834379 -0.297639 0.527 -1.126 0.100 0.15
C -1.036076 -0.427811 1.120859 -1.608 -3.953 -0.995 -0.86
C 0.793873 0.577945 -0.812982 -0.384 -0.121 0.022 -0.58
N 0.223402 2.809253 0.273089 -0.378 0.958 0.294 -0.24
O 0.806421 -1.903835 -0.401876 -1.271 -0.128 0.182 -0.90
O -1.291661 -0.966240 -1.492159 1.231 -0.010 1.073 -0.90
S -0.223558 -0.895501 -0.503361 -0.130 1.194 0.704 2.10
I 1.597709 0.546368 -2.675768 0.391 0.035 -0.528 0.36
H -1.885103 -1.259490 1.128999 1.280 1.937 -0.281 0.26
H -0.502349 -0.760325 2.005397 0.767 0.691 -0.163 0.26
H -1.473694 0.556394 1.108126 0.135 0.226 -0.072 0.26
H 2.567425 -0.111139 0.547315 -0.561 0.298 -0.338 0.09
```
Forces are in eV/Å.

## Properties
- Energy relative to the best compared isomer or geometry (same formula, charge and spin): 65.29 kcal per mole
- Gap between HOMO and LUMO (spin up / spin down): 8.60 / 8.05 eV
- HOMO level (spin up / spin down): -9.60 / -10.47 eV
- Electronic energy: -27690.744 eV

# 4
Computed, not measured: a single C5H8O molecule in a non-equilibrium geometry, with wB97M-V/def2-TZVPD.

XYZ file:
```
14
Properties=species:S:1:pos:R:3:forces:R:3:nbo_charge:R:1
C 0.349401 1.064691 -2.225227 0.736 0.003 0.221 -0.37
C 0.191048 0.780572 -0.937635 -0.475 0.679 0.658 -0.24
C 0.134950 -0.546233 -0.366011 -1.352 -0.516 0.603 0.27
O 0.265988 -1.565601 -1.271107 0.116 0.003 -0.034 -0.68
C -0.285569 -0.760717 0.899403 0.858 -0.538 -0.267 -0.26
C -0.305894 0.171311 2.067521 -0.296 0.065 -0.243 -0.63
H 0.508236 0.277517 -2.945488 0.077 -0.118 -0.035 0.21
H 0.511444 2.075900 -2.563278 -0.508 0.181 -0.061 0.20
H -0.106202 1.519242 -0.166860 0.711 -0.037 -0.907 0.21
H 0.168539 -2.410723 -0.816721 0.032 0.113 -0.003 0.48
H -0.482560 -1.793346 1.180450 0.058 -0.117 -0.107 0.18
H -1.273917 0.109602 2.567816 -0.010 0.134 0.057 0.21
H 0.448154 -0.123446 2.800346 0.038 0.045 -0.030 0.22
H -0.123618 1.201231 1.776791 0.014 0.104 0.148 0.21
```
Forces are in eV/Å.

## Properties
- Energy relative to the best compared isomer or geometry (same formula, charge and spin): 33.94 kcal per mole
- Gap between HOMO and LUMO: 9.17 eV
- HOMO level: -8.23 eV
- Electronic energy: -7360.783 eV

# 5
Computed, not measured: 3 unconnected molecules or ions with the total composition C14H36ClN3O2SSi in a non-equilibrium geometry, with wB97M-V/def2-TZVPD.

XYZ file:
```
58
Properties=species:S:1:pos:R:3:forces:R:3:nbo_charge:R:1
C -0.999571 -9.452679 2.532420 0.170 0.434 0.438 -0.64
C -1.410922 -8.990129 4.050757 -0.884 -1.148 -1.420 -0.53
S -0.546208 -7.450726 4.675163 -0.029 -0.071 -0.624 0.16
C 0.518394 -6.645625 3.355160 1.684 -1.287 -0.947 -1.05
Si 0.305357 -4.732776 3.386549 1.116 0.448 0.305 1.54
Cl 1.704228 -4.011493 4.898574 -1.079 -0.502 -1.230 -0.42
N 0.665397 -3.890512 1.843406 -3.099 -3.023 -2.868 -0.88
C -0.116102 -4.317754 0.802085 2.284 1.151 1.284 0.37
C -1.560214 -5.084159 0.891225 -0.651 0.010 -1.349 -0.75
C 0.459654 -3.960620 -0.726833 -1.063 0.319 0.624 -0.70
H 0.168872 -9.484384 2.476344 -2.212 0.151 -0.134 0.22
H -1.388802 -10.531003 2.283108 0.553 2.207 0.546 0.23
H -1.451097 -8.659229 1.777976 1.103 -1.812 1.397 0.21
H -1.143913 -9.876173 4.769636 -0.673 1.884 -1.207 0.23
H -2.577895 -8.747820 4.036706 2.586 -0.729 0.307 0.22
H 0.314856 -7.007684 2.261579 0.194 0.480 2.082 0.25
H 1.640450 -6.964315 3.602697 -2.358 0.841 -0.680 0.27
H -1.037132 -4.426581 3.859490 -0.246 0.121 0.214 -0.20
H -2.001659 -5.115408 -0.217428 1.020 0.064 2.401 0.24
H -2.384460 -4.491313 1.517770 2.150 -1.372 -1.044 0.26
H -1.489655 -6.225959 1.215608 -0.033 2.596 -0.389 0.24
H 0.252487 -2.791961 -0.850411 0.596 -2.535 0.002 0.27
H 1.619600 -4.178769 -0.830197 -2.618 0.465 0.437 0.25
H -0.171429 -4.557168 -1.545240 1.507 1.357 1.815 0.21
C -0.863936 2.817436 -0.772178 -0.254 -0.085 0.020 -0.26
O -0.919282 2.300054 -2.092783 0.619 0.129 -0.180 -0.55
C 0.359912 2.089876 -2.698517 -0.267 -0.207 -0.234 -0.08
C 1.032628 0.752849 -2.312017 -0.257 0.161 0.349 -0.08
C 1.653689 0.765855 -0.916894 0.208 -0.104 0.125 -0.62
N 0.090754 -0.372742 -2.406545 -0.252 0.200 -0.175 -0.83
H -0.026796 3.507575 -0.632329 -0.005 -0.053 -0.026 0.19
H -0.809437 1.998860 -0.052376 0.116 0.082 0.162 0.16
H -1.794285 3.360235 -0.581655 0.082 -0.042 -0.133 0.18
H 0.172410 2.071586 -3.779515 -0.101 -0.025 0.149 0.18
H 1.022910 2.943592 -2.514911 -0.003 -0.006 0.189 0.17
H 1.848063 0.577775 -3.024329 -0.155 0.059 -0.046 0.19
H 0.904247 0.695970 -0.122650 0.042 0.046 -0.165 0.21
H 2.326327 -0.089420 -0.792414 -0.140 0.095 -0.050 0.22
H 2.239682 1.676299 -0.755895 -0.078 -0.064 -0.002 0.20
H -0.251392 -0.431308 -3.366652 0.127 -0.093 0.160 0.35
H -0.743455 -0.116024 -1.869835 0.289 -0.083 -0.094 0.36
C 2.016587 6.402220 -1.230993 -0.085 -0.347 -0.187 -0.25
O 0.723952 6.019562 -0.786680 0.019 0.493 0.376 -0.56
C -0.020681 7.070006 -0.162571 -0.344 -0.217 -0.051 -0.08
C -0.749838 8.005804 -1.153622 0.338 -0.215 -0.233 -0.08
C 0.176004 9.013830 -1.831084 0.011 0.257 -0.074 -0.62
N -1.467125 7.244240 -2.187323 0.101 -0.307 0.281 -0.82
H 2.481058 7.138813 -0.568911 -0.080 0.040 -0.041 0.17
H 1.962478 6.785283 -2.251525 0.170 0.176 0.028 0.17
H 2.646970 5.508482 -1.249199 -0.126 0.047 0.080 0.19
H -0.782055 6.566941 0.446760 0.108 -0.045 -0.147 0.18
H 0.610118 7.633238 0.535262 0.124 0.038 -0.119 0.17
H -1.486058 8.581853 -0.579931 0.041 -0.170 0.030 0.19
H 0.794066 8.558643 -2.610940 -0.100 -0.023 0.144 0.20
H -0.409883 9.803504 -2.313351 0.046 -0.174 0.067 0.22
H 0.839628 9.489788 -1.102191 -0.036 -0.055 -0.064 0.20
H -2.149471 6.637729 -1.730326 0.022 0.183 -0.141 0.35
H -0.798029 6.585833 -2.598024 -0.200 0.266 0.042 0.36
```
Forces are in eV/Å.

## Properties
- Gap between HOMO and LUMO: 8.94 eV
- HOMO level: -8.50 eV
- Electronic energy: -54899.871 eV

# 6
Computed, not measured: a single C6H10O molecule, with wB97M-V/def2-TZVPD.

XYZ file:
```
17
Properties=species:S:1:pos:R:3:forces:R:3:nbo_charge:R:1
C 0.909323 -0.705565 -2.134375 -0.066 -0.060 -0.227 -0.26
O 1.417976 -0.393767 -0.828205 -0.092 0.161 0.163 -0.46
C 0.606699 -0.040422 0.136950 0.220 -0.038 0.014 0.58
C -1.622841 0.796015 0.947530 -0.117 0.080 0.127 -0.65
C 1.359530 0.565282 1.283141 -0.018 -0.018 0.083 -0.70
C -0.793986 -0.193815 0.156942 -0.065 -0.100 -0.169 -0.32
C -1.155629 -1.413518 -0.375923 -0.176 0.143 0.167 -0.30
H 0.023891 -0.102515 -2.338359 0.089 -0.059 -0.011 0.20
H 1.717406 -0.458887 -2.825100 -0.023 -0.089 0.151 0.19
H 0.618117 -1.752179 -2.170273 0.071 0.081 -0.021 0.23
H -1.385221 1.827848 0.668864 -0.004 -0.040 0.035 0.20
H -1.494018 0.716460 2.032153 0.025 -0.056 -0.051 0.21
H -2.683561 0.641869 0.731107 0.153 -0.069 0.018 0.23
H 0.871858 0.341229 2.233190 0.027 0.023 -0.115 0.23
H 1.379095 1.654440 1.171270 -0.013 -0.065 -0.045 0.25
H 2.389383 0.204841 1.300577 -0.127 0.034 -0.064 0.24
H -2.158022 -1.687318 0.010511 0.115 0.073 -0.056 0.13
```
Forces are in eV/Å.

## Properties
- Energy relative to the best compared isomer or geometry (same formula, charge and spin): 86.31 kcal per mole
- Gap between HOMO and LUMO: 7.95 eV
- HOMO level: -7.51 eV
- Electronic energy: -8427.498 eV

- Which value of electronic energy does entry 6 give?
  -8427.498 eV

- What is the electronic energy in the third record?
  -27690.744 eV